No. 1
{"formula": "C4H8O2", "method": "the ωB97M-V functional and the def2-TZVPD basis", "elements": ["C", "O", "C", "O", "H", "H", "H", "H", "C", "C", "H", "H", "H", "H"], "coordinates": [[-2.258, 0.024, 0.109], [-1.037, -0.067, 0.834], [-0.503, -1.285, 1.002], [0.528, -1.467, 1.583], [-2.746, -0.954, 0.023], [-2.061, 0.423, -0.890], [-2.914, 0.705, 0.655], [-1.114, -2.096, 0.562], [1.609, 1.275, -0.883], [2.419, 0.330, -0.420], [1.773, 1.753, -1.847], [0.748, 1.609, -0.308], [2.242, -0.144, 0.542], [3.282, -0.011, -0.988]], "forces_ev_per_angstrom": [[-0.2, 0.0, -0.1], [0.1, -0.1, 0.1], [0.3, -0.2, 0.2], [-0.5, 0.1, -0.2], [0.1, 0.2, 0.0], [0.0, -0.1, 0.1], [0.1, -0.1, -0.1], [0.1, 0.1, 0.0], [0.1, -0.1, 0.0], [-0.1, 0.1, 0.0], [0.0, -0.1, 0.1], [0.1, -0.1, -0.1], [0.0, 0.1, -0.2], [-0.1, 0.1, 0.1]], "nbo_charge": [-0.26, -0.50, 0.66, -0.56, 0.18, 0.19, 0.20, 0.09, -0.41, -0.38, 0.19, 0.20, 0.22, 0.19], "orbital_gap_ev": 10.7, "e_tot_ha": -307.64080, "e_above_lowest_kj_mol": 188.1, "smiles": "COC=O.C=C", "multiplicity": 1, "e_lumo_ev": 0.9, "homo_energy_ha": -0.363}


No. 2
{"formula": "C4H8O2", "method": "the ωB97M-V functional and the def2-TZVPD basis", "elements": ["C", "C", "O", "C", "C", "O", "H", "H", "H", "H", "H", "H", "H", "H"], "coordinates": [[-1.241, -0.995, -1.439], [-0.563, -0.555, -0.165], [-1.121, -0.573, 0.909], [0.860, -0.073, -0.313], [1.209, 1.291, 0.119], [1.584, 0.159, 0.874], [-0.802, -1.938, -1.785], [-2.305, -1.143, -1.247], [-1.100, -0.255, -2.235], [1.434, -0.518, -1.128], [0.440, 1.919, 0.569], [2.020, 1.812, -0.389], [-0.278, 0.663, 3.400], [-0.136, 0.205, 2.830]], "forces_ev_per_angstrom": [[-0.1, 0.0, 0.0], [-0.2, 0.0, 0.3], [0.3, 0.0, -0.6], [0.0, -0.2, -0.2], [0.0, 0.3, -0.1], [0.1, -0.1, 0.1], [0.0, 0.1, 0.0], [0.2, 0.0, 0.0], [0.0, -0.1, 0.1], [-0.1, 0.1, 0.1], [0.1, -0.2, 0.0], [-0.1, -0.1, 0.1], [0.1, 0.0, 0.1], [0.0, 0.1, 0.1]], "nbo_charge": [-0.72, 0.56, -0.52, -0.07, -0.08, -0.45, 0.24, 0.24, 0.23, 0.19, 0.20, 0.19, -0.04, 0.03], "orbital_gap_ev": 10.8, "e_tot_ha": -307.60296, "e_above_lowest_kj_mol": 287.4, "smiles": "CC(=O)[C@H]1CO1.[H][H]", "multiplicity": 1, "e_lumo_ev": 0.9, "homo_energy_ha": -0.365}


No. 3
{"formula": "C4H8O2", "method": "the ωB97M-V functional and the def2-TZVPD basis", "elements": ["C", "C", "C", "O", "C", "O", "H", "H", "H", "H", "H", "H", "H", "H"], "coordinates": [[1.781, 0.444, 1.344], [0.395, 0.207, 0.895], [-1.224, 0.264, -1.147], [-2.111, 0.813, -0.221], [-0.524, -1.047, -0.737], [0.494, -0.895, 0.222], [1.807, 0.178, 2.397], [1.969, 1.511, 1.256], [2.528, -0.146, 0.793], [-1.832, -0.049, -1.988], [-0.518, 1.027, -1.521], [-1.548, 0.958, 0.562], [0.028, -1.533, -1.545], [-1.244, -1.732, -0.311]], "forces_ev_per_angstrom": [[0.4, 0.3, 0.6], [1.0, 0.0, 0.1], [0.1, -0.6, -0.8], [0.1, -0.2, 0.5], [-0.9, -0.2, -0.5], [0.2, 0.5, 0.0], [0.2, 0.1, 0.4], [0.2, 0.1, 0.2], [-0.2, 0.2, 0.2], [-0.2, 0.1, -0.4], [0.1, -0.4, 0.2], [-0.1, 0.1, 0.1], [-0.6, 0.2, -0.4], [-0.4, -0.3, -0.2]], "nbo_charge": [-0.77, 0.25, -0.10, -0.73, -0.10, -0.49, 0.25, 0.24, 0.21, 0.19, 0.17, 0.49, 0.20, 0.19], "orbital_gap_ev": 9.8, "e_tot_ha": -307.57019, "e_above_lowest_kj_mol": 373.5, "multiplicity": 1, "e_lumo_ev": 0.9, "homo_energy_ha": -0.328}


No. 4
{"formula": "C4H8O2", "method": "the ωB97M-V functional and the def2-TZVPD basis", "elements": ["C", "C", "C", "O", "C", "O", "H", "H", "H", "H", "H", "H", "H", "H"], "coordinates": [[-1.799, -0.553, -0.251], [-0.445, -0.841, 0.334], [0.229, 0.017, 1.102], [1.430, -0.321, 1.658], [1.551, 1.998, -0.670], [2.557, 1.642, -0.284], [-1.930, -1.042, -1.225], [-1.956, 0.522, -0.402], [-2.596, -0.918, 0.407], [0.485, -0.335, -1.755], [0.001, -1.819, 0.165], [-0.171, 1.006, 1.334], [1.933, 0.479, 1.849], [0.710, 0.164, -2.263]], "forces_ev_per_angstrom": [[-0.1, 0.0, 0.0], [0.2, 0.2, 0.5], [-0.5, -0.3, -0.4], [0.1, 0.2, 0.2], [1.0, -0.2, 0.3], [-0.9, 0.4, -0.4], [0.1, 0.1, 0.2], [0.1, -0.2, 0.1], [0.1, 0.0, -0.1], [0.1, 0.1, -0.2], [0.0, 0.1, 0.0], [0.2, -0.1, 0.0], [-0.1, -0.2, 0.0], [-0.1, -0.2, -0.1]], "nbo_charge": [-0.64, -0.28, 0.11, -0.69, 0.52, -0.52, 0.22, 0.21, 0.22, 0.01, 0.21, 0.17, 0.48, -0.01], "orbital_gap_ev": 9.7, "e_tot_ha": -307.61167, "e_above_lowest_kj_mol": 264.5, "multiplicity": 1, "e_lumo_ev": 0.9, "homo_energy_ha": -0.321}


No. 5
{"formula": "C4H8O2", "method": "the ωB97M-V functional and the def2-TZVPD basis", "elements": ["C", "O", "C", "C", "C", "O", "H", "H", "H", "H", "H", "H", "H", "H"], "coordinates": [[-1.824, 0.051, -0.258], [-0.882, 1.076, -0.025], [0.179, 0.733, 0.837], [1.403, 0.238, 0.047], [1.121, -1.046, -0.700], [1.303, -2.141, -0.219], [-2.260, 0.221, -1.247], [-2.627, 0.069, 0.492], [-1.369, -0.949, -0.249], [-0.126, -0.023, 1.577], [0.455, 1.643, 1.384], [2.229, 0.040, 0.739], [1.697, 1.028, -0.652], [0.702, -0.940, -1.725]], "forces_ev_per_angstrom": [[-0.2, -0.2, -0.1], [0.0, 0.1, 0.0], [0.2, -0.1, 0.1], [0.1, 0.0, 0.0], [0.0, -0.2, 0.2], [-0.1, 0.4, -0.3], [0.0, 0.0, 0.2], [0.1, 0.0, -0.1], [-0.1, 0.1, 0.0], [0.0, 0.1, -0.2], [0.0, -0.2, -0.1], [-0.1, 0.0, 0.0], [0.0, -0.1, 0.1], [0.1, -0.1, 0.2]], "nbo_charge": [-0.26, -0.55, -0.05, -0.54, 0.44, -0.52, 0.19, 0.17, 0.17, 0.18, 0.19, 0.23, 0.22, 0.11], "orbital_gap_ev": 10.7, "e_tot_ha": -307.64902, "e_above_lowest_kj_mol": 166.5, "smiles": "COCCC=O", "multiplicity": 1, "e_lumo_ev": 0.9, "homo_energy_ha": -0.361}


No. 6
{"formula": "C4H8O2", "method": "the ωB97M-V functional and the def2-TZVPD basis", "elements": ["O", "C", "C", "O", "H", "H", "H", "H", "C", "C", "H", "H", "H", "H"], "coordinates": [[1.491, 0.866, 1.341], [0.793, -0.260, 1.635], [-0.525, -0.340, 1.454], [-1.193, 0.771, 0.964], [0.811, 1.529, 1.125], [1.412, -1.078, 1.989], [-1.108, -1.227, 1.683], [-1.162, 0.679, 0.000], [-0.493, 0.315, -1.886], [0.343, -0.594, -1.382], [-1.466, 0.037, -2.285], [-0.217, 1.371, -1.948], [1.331, -0.318, -1.005], [0.078, -1.648, -1.331]], "forces_ev_per_angstrom": [[-0.2, 0.1, 0.0], [-0.1, -0.2, 0.0], [0.2, -0.1, 0.2], [0.0, -0.1, 0.4], [0.2, 0.0, 0.0], [-0.2, 0.1, 0.0], [0.1, 0.1, 0.0], [-0.1, 0.1, -0.2], [0.3, -0.1, -0.2], [0.0, 0.1, -0.2], [0.1, 0.0, 0.1], [0.0, -0.3, 0.0], [-0.3, -0.1, -0.1], [0.0, 0.2, -0.1]], "nbo_charge": [-0.68, 0.09, -0.01, -0.74, 0.49, 0.19, 0.18, 0.49, -0.48, -0.35, 0.21, 0.21, 0.21, 0.20], "orbital_gap_ev": 9.8, "e_tot_ha": -307.61765, "e_above_lowest_kj_mol": 248.9, "smiles": "O/C=C\\O.C=C", "multiplicity": 1, "e_lumo_ev": 1.0, "homo_energy_ha": -0.324}


No. 7
{"formula": "C4H8O2", "method": "the ωB97M-V functional and the def2-TZVPD basis", "elements": ["O", "C", "C", "O", "C", "C", "H", "H", "H", "H", "H", "H", "H", "H"], "coordinates": [[-2.347, 0.184, -0.061], [-1.030, 0.321, -0.544], [1.294, -0.491, -0.888], [1.028, -1.740, -0.524], [-0.074, 0.349, 0.701], [1.447, 0.262, 0.393], [-2.441, 0.831, 0.646], [-0.884, 1.240, -1.136], [-0.937, -0.491, -1.273], [0.687, -2.204, -1.303], [-0.337, -0.487, 1.359], [-0.318, 1.289, 1.213], [1.910, 1.246, 0.265], [2.001, -0.307, 1.153]], "forces_ev_per_angstrom": [[-0.4, 0.4, 0.2], [0.1, 0.2, 0.1], [0.7, -0.3, 0.1], [0.1, 0.0, -0.3], [-0.4, 0.0, -0.2], [0.0, 0.0, -0.3], [-0.3, 0.0, 0.0], [-0.1, -0.1, 0.2], [0.2, 0.1, 0.5], [0.4, -0.1, 0.0], [0.0, 0.2, -0.3], [0.2, -0.2, 0.1], [-0.2, -0.2, -0.1], [-0.3, 0.1, 0.0]], "nbo_charge": [-0.71, -0.08, 0.28, -0.68, -0.42, -0.56, 0.46, 0.16, 0.19, 0.50, 0.22, 0.21, 0.22, 0.22], "orbital_gap_ev": 9.4, "e_tot_ha": -307.56676, "e_above_lowest_kj_mol": 382.5, "multiplicity": 1, "e_lumo_ev": 0.9, "homo_energy_ha": -0.314}


No. 8
{"formula": "C4H8O2", "method": "the ωB97M-V functional and the def2-TZVPD basis", "elements": ["O", "C", "C", "C", "C", "O", "H", "H", "H", "H", "H", "H", "H", "H"], "coordinates": [[-1.968, -0.163, -1.132], [-1.507, -0.870, -0.008], [-0.077, -0.591, 0.360], [0.858, -0.066, -0.561], [1.773, 0.775, 0.326], [0.673, 1.376, 0.992], [-2.229, 0.723, -0.846], [-2.132, -0.683, 0.877], [-1.599, -1.939, -0.243], [0.203, -0.851, 1.380], [0.990, -0.470, -1.567], [0.201, 1.017, -0.330], [2.361, 1.503, -0.254], [2.451, 0.238, 1.006]], "forces_ev_per_angstrom": [[-0.1, 0.1, 0.0], [0.1, -0.2, 0.2], [0.0, 0.0, -0.3], [-0.1, -0.1, 0.1], [0.3, -0.1, 0.0], [0.1, 0.3, 0.2], [0.1, -0.2, -0.1], [0.1, -0.1, -0.1], [0.0, 0.0, 0.1], [0.0, 0.1, -0.1], [-0.2, 0.3, 0.1], [-0.2, 0.0, -0.2], [0.0, -0.2, 0.1], [-0.2, -0.1, 0.0]], "nbo_charge": [-0.70, -0.15, 0.16, -0.55, -0.10, -0.75, 0.48, 0.20, 0.22, 0.22, 0.25, 0.40, 0.17, 0.16], "orbital_gap_ev": [8.4, 8.4], "e_tot_ha": -307.49176, "e_above_lowest_kj_mol": 579.4, "multiplicity": 1, "e_lumo_ev": [-0.1, -0.1], "homo_energy_ha": [-0.312, -0.312]}